This record from the Open Molecules 2025 dataset describes C27H16F3N4O2Os as an isolated structure. The level of theory is ωB97M-V with the def2-TZVPD basis set.

The geometry in XYZ format:
```
53
Properties=species:S:1:pos:R:3:mulliken_spin:R:1
C -1.22 -3.29 0.13 -0.01
C -0.77 -1.94 0.11 0.26
C -4.14 1.12 -0.34 0.00
H 0.58 5.83 1.21 0.00
H -3.70 3.92 1.50 0.00
H -1.67 -3.28 2.23 0.00
C 1.07 4.08 0.07 0.22
N 2.16 0.19 0.32 -0.02
C 2.98 4.34 -1.49 0.08
C -2.80 0.83 -0.53 0.02
O 3.48 1.61 -2.64 0.05
C -4.50 2.22 0.41 0.01
Os 0.24 1.08 0.08 2.66
H -1.69 -5.94 -1.94 0.00
H 4.82 -0.34 -1.66 0.00
C 2.42 -0.70 1.28 0.02
C -1.08 3.64 1.03 -0.04
O -1.30 4.68 1.61 0.05
C -2.59 -7.35 0.15 0.00
H 3.86 6.27 -1.53 0.00
C 3.03 0.30 -0.71 0.01
H 1.70 -0.76 2.08 0.00
C 1.22 5.41 0.46 -0.07
N -1.83 1.59 -0.02 -0.05
F -3.03 -7.74 1.35 0.00
C -1.23 -4.05 -1.05 0.05
C 2.21 6.17 -0.12 0.19
C -1.67 -3.87 1.32 0.05
N 1.77 2.23 -1.19 0.38
H -4.89 0.47 -0.79 0.00
C 3.09 5.64 -1.10 0.03
H -0.88 -3.60 -1.97 0.00
H -2.49 -0.04 -1.09 0.00
C 1.96 3.53 -0.93 0.18
C -3.50 3.02 0.93 0.00
C 4.16 -0.48 -0.81 0.00
H 3.64 3.92 -2.25 0.00
C -2.18 2.69 0.68 0.00
H 2.33 7.20 0.18 0.01
H 5.30 -2.04 0.14 0.00
C -1.68 -5.35 -1.03 -0.02
C 3.55 -1.50 1.26 0.00
C 4.42 -1.41 0.19 0.01
C -2.11 -5.92 0.17 0.03
C -0.39 -0.78 0.10 -0.24
H -5.54 2.46 0.59 0.00
C -2.11 -5.18 1.34 -0.01
H 3.72 -2.20 2.07 0.00
N 0.12 3.20 0.51 0.19
H -2.45 -5.63 2.26 0.00
C 2.80 1.43 -1.67 -0.06
F -1.59 -8.18 -0.21 0.00
F -3.58 -7.52 -0.73 0.00
```

Multiplicity: 5
Strongest force on any atom, eV Å⁻¹: 0.46
E_HOMO (alpha / beta), eV: -10.852 / -11.777
Energy, eV: -48925.927
Net charge: +1

***

This record from the Open Molecules 2025 dataset describes CH2INS2 as an isolated structure in a non-equilibrium geometry. The level of theory is ωB97M-V with the def2-TZVPD basis set.

The geometry in XYZ format:
```
7
Properties=species:S:1:pos:R:3:mulliken_spin:R:1
N 0.68 -0.84 0.28 0.49
I 1.31 -1.70 -1.40 1.22
S -0.14 1.16 1.62 0.35
H 1.40 -0.62 0.90 -0.01
H -1.76 1.52 -0.64 0.01
S -1.29 0.26 -1.06 -0.02
C -0.21 0.23 0.30 -0.04
```

Energy above the lowest of the compared OMol25 structures with the same formula, charge and spin, kJ/mol: 0.0
Multiplicity: 3
Strongest force on any atom, eV Å⁻¹: 5.14
E_HOMO (alpha / beta), eV: -6.292 / -9.243
Energy, eV: -32326.645

***

This record from the Open Molecules 2025 dataset describes a 2-piece molecular cluster, C6H8N2O2 overall in a non-equilibrium geometry. The level of theory is ωB97M-V with the def2-TZVPD basis set.

The geometry in XYZ format:
```
18
Properties=species:S:1:pos:R:3:nbo_charge:R:1
C 1.08 0.75 -1.70 -0.39
H 1.36 0.08 3.32 0.47
C -0.94 -0.90 -1.00 0.61
C -0.06 0.29 -0.84 -0.04
C -1.83 -1.42 1.36 0.26
N -0.01 0.10 0.62 -0.61
O 1.94 -0.33 2.61 -0.98
C -0.15 1.60 -1.58 -0.40
H -0.10 2.49 -0.96 0.23
N -2.56 -1.41 2.27 -0.28
C -0.66 -1.23 0.50 -0.26
H -0.85 1.64 -2.41 0.24
H 0.03 -2.08 0.64 0.27
H -0.54 0.81 1.12 0.39
H 1.25 0.21 -2.63 0.24
H 1.98 1.07 -1.16 0.24
H 1.52 -0.19 1.74 0.49
O -1.47 -1.48 -1.89 -0.47
```

Energy above the lowest of the compared OMol25 structures with the same formula, charge and spin, kJ/mol: 294.4
SMILES: N#C[C@@H]1NC2(CC2)C1=O.O
Strongest force on any atom, eV Å⁻¹: 2.14
E_HOMO, eV: -10.251
Energy, eV: -13424.322

***

This record from the Open Molecules 2025 dataset describes C4H5NO3 as an isolated structure in a non-equilibrium geometry. The level of theory is ωB97M-V with the def2-TZVPD basis set.

The geometry in XYZ format:
```
13
Properties=species:S:1:pos:R:3:nbo_charge:R:1
O 0.92 0.46 1.29 -0.50
C 0.25 -0.81 -0.55 -0.03
N -1.79 0.28 -0.38 -0.03
C 0.05 -0.55 0.95 0.29
H -1.16 -0.24 -2.15 0.20
O 1.51 -0.31 -0.86 -0.48
H 0.16 -1.45 1.53 0.20
C -0.99 -0.19 -1.19 -0.05
C 1.09 0.97 -0.16 0.11
O -1.28 0.14 0.84 -0.38
H -0.05 1.29 -0.63 0.23
H 0.08 -2.01 -0.63 0.21
H 1.98 1.72 -0.02 0.23
```

Energy above the lowest of the compared OMol25 structures with the same formula, charge and spin, kJ/mol: 585.2
Strongest force on any atom, eV Å⁻¹: 6.15
E_HOMO, eV: -9.902
Energy, eV: -11855.936

***

This record from the Open Molecules 2025 dataset describes a single C21H18IN5O molecule in a non-equilibrium geometry. The level of theory is ωB97M-V with the def2-TZVPD basis set.

The geometry in XYZ format:
```
46
Properties=species:S:1:pos:R:3:nbo_charge:R:1
H -1.83 -2.64 7.08 0.23
C 1.11 1.81 -4.14 -0.12
H -2.03 -0.81 6.93 0.23
C 2.13 -0.10 -1.40 -0.18
C 1.42 2.29 -5.48 -0.14
C -1.90 -2.01 5.09 0.20
C 1.12 0.42 0.75 -0.03
O 0.64 -1.35 2.53 -0.52
C 1.70 -0.52 -0.12 -0.21
C 0.74 0.05 2.14 -0.08
H 2.38 -0.87 -2.16 0.23
N -1.03 1.22 -2.72 -0.36
C -0.29 1.60 -3.87 0.30
H 1.13 3.12 -1.39 0.23
H 4.67 2.18 -5.33 0.21
C -0.75 -1.45 4.45 -0.10
N -2.91 -2.33 4.33 -0.44
C 1.24 2.16 -0.99 -0.21
C 3.41 1.68 -3.68 -0.21
C 0.84 1.76 0.32 -0.22
H -3.12 -4.08 1.56 0.24
I 1.09 -0.68 5.66 0.06
C 2.13 1.53 -3.19 0.05
H 4.13 1.40 -2.96 0.21
N -2.26 0.95 -3.07 -0.05
C -3.69 -3.39 2.21 -0.66
H 1.59 -1.60 0.10 0.24
N -2.48 1.40 -4.24 -0.07
H 1.50 0.46 2.76 0.21
H 0.52 2.45 1.11 0.23
C -2.25 -1.84 6.57 -0.64
N -1.24 1.85 -4.80 -0.31
H -0.79 1.09 -1.78 0.43
C 2.73 2.39 -5.89 -0.21
C -1.64 -2.15 2.36 -0.29
H -4.30 -4.02 2.92 0.24
C -2.83 -2.51 3.00 0.23
C 3.69 2.13 -4.95 -0.19
H 0.62 2.57 -6.17 0.25
H -3.32 -2.02 6.73 0.24
H 3.03 2.72 -6.85 0.22
H -4.43 -2.66 1.70 0.24
H -0.19 0.49 2.38 0.19
H -1.56 -2.26 1.24 0.23
C 1.85 1.24 -1.85 -0.10
C -0.56 -1.68 3.11 0.25
```

Energy above the lowest of the compared OMol25 structures with the same formula, charge and spin, kJ/mol: 237.6
SMILES: Cc1cc(OCc2ccc(-c3ccccc3-c3nnn[nH]3)cc2)c(I)c(C)n1
Strongest force on any atom, eV Å⁻¹: 4.77
E_HOMO, eV: -9.052
Energy, eV: -39663.907

***

This record from the Open Molecules 2025 dataset describes C21H26Cl2N9O3STa as an isolated structure. The level of theory is ωB97M-V with the def2-TZVPD basis set.

The geometry in XYZ format:
```
63
Properties=species:S:1:pos:R:3:nbo_charge:R:1
H 5.25 0.67 2.82 0.24
O 0.76 0.50 2.53 -0.75
N 0.49 -1.07 -3.29 -0.44
H -1.31 0.83 -1.49 0.22
C -0.21 3.84 1.39 -0.37
N -2.85 -0.75 0.89 0.22
C 1.81 2.03 4.01 -0.25
C -4.21 -0.54 -1.12 -0.23
N 0.55 -0.11 -1.01 -0.64
H 0.00 1.95 -1.05 0.22
H 2.11 -0.59 -4.52 0.23
C -5.45 -0.63 -1.74 -0.18
O -1.48 -0.74 2.48 -0.52
H 2.65 -4.77 -0.25 0.43
N 0.02 1.27 -3.00 -0.44
H 2.62 -0.64 -1.01 0.23
C 1.91 -0.75 -3.46 -0.08
C 0.22 -1.34 -1.91 -0.06
C 1.88 1.03 3.06 0.36
H 1.02 -5.21 0.13 0.43
H -0.84 -1.57 -1.77 0.23
C -6.56 -1.04 -1.02 -0.15
H 0.84 -2.17 -1.57 0.22
H -0.59 4.63 0.76 0.25
H -0.11 0.22 -4.81 0.23
C 4.23 2.09 4.06 -0.21
N 2.26 0.45 -2.71 -0.44
N -2.72 -0.89 2.12 0.24
C 1.56 -3.28 0.58 0.31
C 2.99 2.56 4.49 -0.11
H 2.95 3.35 5.23 0.25
N 2.14 -1.22 1.21 -0.46
H 5.14 2.52 4.45 0.25
C 1.44 1.57 -3.18 -0.08
C -0.31 0.06 -3.75 -0.08
H 4.12 -1.10 1.61 0.24
O -1.77 -0.49 0.17 -0.60
C -6.45 -1.37 0.33 -0.18
N 2.51 -2.41 0.57 -0.40
C 3.11 0.52 2.62 -0.21
H -5.54 -0.38 -2.79 0.24
C -0.26 1.07 -1.62 -0.07
H 1.65 1.75 -4.23 0.23
S -0.05 -2.93 1.26 -0.06
C -5.23 -1.28 0.97 -0.21
H 0.84 2.38 4.35 0.24
Cl -1.44 2.56 1.47 0.01
C 2.03 0.22 -1.32 -0.07
H 2.52 -1.59 -3.12 0.21
Cl 1.32 3.26 0.72 -0.01
H -0.03 4.19 2.40 0.24
H 1.70 2.47 -2.62 0.21
N 1.72 -4.49 0.03 -0.77
H -7.52 -1.12 -1.51 0.24
C -4.13 -0.86 0.23 0.12
H -1.37 -0.17 -3.63 0.21
C 4.30 1.07 3.14 -0.12
H -7.32 -1.69 0.88 0.25
H -3.34 -0.21 -1.66 0.22
H 2.29 1.10 -0.73 0.21
Ta 0.07 -0.55 1.14 2.26
C 3.16 -0.63 1.77 0.22
H -5.13 -1.53 2.02 0.25
```

Energy above the lowest of the compared OMol25 structures with the same formula, charge and spin, kJ/mol: 0.0
Strongest force on any atom, eV Å⁻¹: 0.88
E_HOMO, eV: -14.503
Energy, eV: -79169.951
Net charge: +2